Below is a structure of composition C21H14F5N5O3RuS, with properties calculated with ωB97M-V/def2-TZVPD.

- HOMO energy (alpha / beta) (Eh) = -0.4261 / -0.4209
- charge = +1
- HOMO-LUMO gap (alpha / beta) (eV) = 7.4 / 6.7
- expectation value of S² = 0.76
- energy relative to the best compared isomer or geometry (same formula, charge and spin) (kJ/mol) = 2.8
- multiplicity = 2

Structure (XYZ):
```
50
C21H14F5N5O3RuS | OMol25 | ωB97M-V/def2-TZVPD
Ru -0.409 0.404 0.634
N 2.509 1.683 -2.228
C 1.446 1.666 -1.445
N 1.073 0.612 -0.763
C 1.833 -0.568 -0.804
N 1.522 -1.601 -0.087
N 0.395 -1.365 0.659
C -0.061 -2.234 1.483
C -1.194 -1.783 2.295
C -1.831 -2.596 3.214
C -2.871 -2.071 3.967
C -3.240 -0.749 3.788
C -2.564 0.014 2.851
N -1.571 -0.487 2.118
C 2.994 -0.596 -1.677
C 3.792 -1.735 -1.824
C 4.886 -1.705 -2.658
C 5.205 -0.538 -3.359
C 4.430 0.595 -3.229
C 3.325 0.557 -2.387
H 2.746 2.538 -2.709
H 0.862 2.573 -1.354
H 0.400 -3.207 1.597
H -1.512 -3.622 3.334
H -3.386 -2.691 4.689
H -4.043 -0.305 4.359
H -2.817 1.047 2.659
H 3.529 -2.627 -1.272
H 5.503 -2.585 -2.773
H 6.067 -0.521 -4.011
H 4.673 1.500 -3.772
C 0.033 3.593 3.167
S 0.465 2.768 1.677
O 1.466 3.532 0.993
O 0.908 1.376 2.043
O -0.793 2.557 0.897
H -0.409 4.548 2.893
H 0.944 3.748 3.741
H -0.674 2.977 3.716
F -3.334 1.364 0.321
C -3.072 0.496 -0.673
C -1.822 -0.113 -0.745
C -1.668 -0.999 -1.803
F -0.496 -1.631 -1.996
C -2.663 -1.267 -2.727
F -2.447 -2.116 -3.729
C -3.892 -0.642 -2.604
F -4.859 -0.892 -3.473
C -4.099 0.248 -1.563
F -5.277 0.851 -1.429
```



Below is a structure of composition C21H14F5N5O3RuS, with properties calculated with ωB97M-V/def2-TZVPD.

- HOMO energy (alpha / beta) (Eh) = -0.4248 / -0.4304
- charge = +1
- HOMO-LUMO gap (alpha / beta) (eV) = 7.4 / 7.0
- expectation value of S² = 0.76
- energy relative to the best compared isomer or geometry (same formula, charge and spin) (kJ/mol) = 0.0
- multiplicity = 2

Structure (XYZ):
```
50
C21H14F5N5O3RuS | OMol25 | ωB97M-V/def2-TZVPD
Ru -0.258 0.533 0.697
N -0.373 0.803 -3.603
C -0.231 1.130 -2.331
N -0.345 0.267 -1.349
C -0.656 -1.074 -1.625
N -0.821 -1.945 -0.673
N -0.655 -1.363 0.563
C -0.896 -2.008 1.644
C -0.679 -1.262 2.877
C -0.792 -1.818 4.138
C -0.486 -1.032 5.238
C -0.082 0.279 5.044
C -0.004 0.779 3.755
N -0.298 0.026 2.696
C -0.803 -1.475 -3.014
C -1.091 -2.791 -3.388
C -1.225 -3.111 -4.720
C -1.077 -2.126 -5.701
C -0.795 -0.823 -5.352
C -0.659 -0.506 -4.005
H -0.290 1.528 -4.300
H -0.026 2.162 -2.088
H -1.220 -3.042 1.632
H -1.100 -2.849 4.247
H -0.557 -1.441 6.237
H 0.169 0.918 5.878
H 0.290 1.798 3.543
H -1.204 -3.538 -2.616
H -1.447 -4.129 -5.010
H -1.185 -2.385 -6.745
H -0.680 -0.055 -6.107
C -2.853 3.733 1.452
S -1.829 2.693 0.486
O -1.830 3.186 -0.863
O -0.464 2.652 1.146
O -2.319 1.286 0.639
H -2.491 4.752 1.339
H -2.807 3.409 2.488
H -3.862 3.642 1.057
F 1.855 2.234 -0.701
C 2.495 1.267 -0.016
C 1.759 0.320 0.692
C 2.522 -0.656 1.320
F 1.927 -1.638 2.024
C 3.904 -0.693 1.276
F 4.580 -1.652 1.903
C 4.586 0.281 0.567
F 5.909 0.261 0.510
C 3.874 1.270 -0.090
F 4.520 2.200 -0.789
```



Below is a structure of composition C21H14F9N5O4PbS3, with properties calculated with ωB97M-V/def2-TZVPD.

- HOMO energy (Eh) = -0.4998
- charge = +2
- HOMO-LUMO gap (eV) = 6.0
- energy relative to the best compared isomer or geometry (same formula, charge and spin) (kJ/mol) = 0.0

Structure (XYZ):
```
57
C21H14F9N5O4PbS3 | OMol25 | ωB97M-V/def2-TZVPD
Pb -0.873 2.015 -0.678
C -1.863 4.264 -3.692
C -2.973 3.736 -2.854
N -2.831 2.970 -1.804
C -4.040 2.607 -1.244
C -5.117 3.138 -1.878
S -4.618 4.085 -3.207
C -4.056 1.652 -0.143
C -5.157 1.096 0.426
S -4.705 -0.075 1.578
C -3.056 0.219 1.260
N -2.864 1.155 0.357
C -1.971 -0.533 1.945
H -0.901 3.891 -3.346
H -1.851 5.354 -3.678
H -1.999 3.952 -4.729
H -6.162 3.010 -1.647
H -6.195 1.295 0.216
H -2.381 -1.340 2.547
H -1.404 0.134 2.596
H -1.291 -0.952 1.203
F -0.429 -2.088 -4.534
C -0.032 -1.173 -3.658
F 0.446 -0.119 -4.326
F 0.988 -1.692 -2.942
C -1.156 -0.710 -2.675
O -0.615 0.220 -1.854
C -1.636 -1.930 -1.821
F -2.681 -1.581 -1.042
F -1.985 -2.988 -2.538
F -0.648 -2.303 -0.977
C -2.354 -0.138 -3.489
F -3.311 0.324 -2.655
F -2.907 -1.039 -4.293
F -1.956 0.914 -4.224
O 4.891 0.290 5.527
S 4.482 -1.049 5.476
O 5.779 -2.076 5.597
O 3.330 -1.568 6.076
C 5.752 -2.386 4.289
N 6.541 -3.143 3.620
C 6.228 -3.235 2.319
C 5.154 -2.573 1.730
C 4.346 -1.741 2.497
N 4.692 -1.694 3.807
C 3.216 -0.955 1.980
C 2.685 -1.225 0.721
C 1.653 -0.430 0.244
N 1.143 0.588 0.934
C 1.644 0.849 2.140
C 2.667 0.108 2.706
H 6.884 -3.869 1.735
H 4.970 -2.684 0.673
H 3.036 -2.044 0.109
H 1.217 -0.616 -0.732
H 1.229 1.695 2.676
H 3.045 0.387 3.675
```



Number 2 is which compound?
C21H14F5N5O3RuS



Which formula does entry 3 have?
C21H14F9N5O4PbS3



What is the charge in the second record?
+1